*a*
The molecule C21H26N2O5S, computed with ωB97M-V/def2-TZVPD.

structure (SMILES): COc1ccc(OC)c(S(=O)(=O)N2CCC(C(=O)NCc3ccccc3)CC2)c1
frontier orbital gap: 9.025 eV
total charge: 0

Positions of all 55 atoms, in Å:
C1 2.63482 4.24675 4.74608
O1 3.07230 4.78155 3.51705
C2 3.05010 3.97673 2.42393
C3 3.52145 4.52836 1.23188
C4 3.54047 3.79615 0.06213
C5 3.08277 2.47779 0.04374
O2 3.02878 1.68394 -1.05415
C6 3.64536 2.13011 -2.24146
C7 2.62398 1.93315 1.23782
S1 2.05958 0.22594 1.32035
O3 2.96801 -0.64185 0.63694
O4 1.77922 -0.03853 2.70430
N1 0.60325 0.15276 0.53503
C8 -0.46429 0.95009 1.08154
C9 -1.80174 0.28375 0.75812
C10 -1.92957 0.08700 -0.75626
C11 -3.25448 -0.57011 -1.13704
O5 -4.06576 -0.02391 -1.85563
N2 -3.45425 -1.79177 -0.60062
C12 -4.60400 -2.60967 -0.92587
C13 -4.20826 -3.81639 -1.73657
C14 -3.50871 -3.64397 -2.92544
C15 -3.12291 -4.73875 -3.67624
C16 -3.43466 -6.01887 -3.24786
C17 -4.13177 -6.19804 -2.06595
C18 -4.51292 -5.10137 -1.31139
C19 -0.72979 -0.71028 -1.28249
C20 0.56135 0.01056 -0.89774
C21 2.60059 2.66053 2.41035
H1 2.75713 5.04790 5.47307
H2 3.23937 3.38604 5.04602
H3 1.58198 3.95224 4.70238
H4 3.87696 5.54638 1.24320
H5 3.91505 4.25998 -0.83607
H6 3.56465 1.29871 -2.93924
H7 4.70064 2.36702 -2.08060
H8 3.13226 3.00400 -2.65694
H9 -0.44317 1.97237 0.66981
H10 -0.30567 0.99652 2.15944
H11 -2.62114 0.90270 1.12661
H12 -1.83603 -0.67845 1.27037
H13 -1.93111 1.07132 -1.23751
H14 -2.71985 -2.22903 -0.06804
H15 -5.27656 -1.96752 -1.50333
H16 -5.10756 -2.91634 -0.00344
H17 -3.27581 -2.64315 -3.25924
H18 -2.58150 -4.59458 -4.59958
H19 -3.13582 -6.87428 -3.83531
H20 -4.37766 -7.19403 -1.72808
H21 -5.05634 -5.24563 -0.38817
H22 -0.71357 -1.71034 -0.84679
H23 -0.78877 -0.80599 -2.36778
H24 0.59620 0.99247 -1.39155
H25 1.44382 -0.56125 -1.18234
H26 2.24226 2.15182 3.28946

Mulliken population analysis, charges in e, atoms 1 to 5:
1 C -0.79
2 O -0.47
3 C 0.39
4 C -0.81
5 C -0.63

*b*
The molecule C21H26N2O5S, computed with ωB97M-V/def2-TZVPD.

structure (SMILES): COCCN(CCOC)C(=O)c1ccc(SCc2ccc(C)cc2)c([N+](=O)[O-])c1
frontier orbital gap: 7.976 eV
total charge: 0

Positions of all 55 atoms, in Å:
C1 -6.27016 2.50525 1.57611
O1 -5.76091 1.38005 0.90852
C2 -5.55484 1.60671 -0.47245
C3 -5.05034 0.33009 -1.14561
N1 -3.68218 0.01039 -0.78168
C4 -3.49804 -0.66481 0.48410
C5 -3.93597 -2.14219 0.44813
O2 -5.32534 -2.34903 0.39616
C6 -6.01841 -2.05254 1.58771
C7 -2.69648 0.53064 -1.54519
O3 -2.92237 1.25621 -2.50003
C8 -1.27967 0.18296 -1.20227
C9 -0.34108 1.21894 -1.12917
C10 0.99277 0.96889 -0.90992
C11 1.47233 -0.34028 -0.76685
S1 3.13728 -0.74644 -0.48565
C12 3.95267 0.91737 -0.38433
C13 5.39717 0.67616 -0.09279
C14 5.85224 0.60557 1.21761
C15 7.18533 0.35980 1.48588
C16 8.09696 0.17199 0.45474
C17 9.53696 -0.11952 0.74538
C18 7.63640 0.23601 -0.85480
C19 6.30448 0.48173 -1.12683
C20 0.52277 -1.37537 -0.86791
N2 0.93059 -2.72328 -0.73666
O4 2.12533 -2.93438 -0.57333
O5 0.08685 -3.59911 -0.77743
C21 -0.82867 -1.11553 -1.08950
H1 -6.39146 2.22362 2.62043
H2 -7.24087 2.80460 1.16305
H3 -5.58074 3.35532 1.50377
H4 -4.82387 2.41568 -0.61719
H5 -6.50170 1.91065 -0.94268
H6 -5.07461 0.48312 -2.22625
H7 -5.68545 -0.51255 -0.87283
H8 -4.08924 -0.13455 1.23589
H9 -2.44705 -0.61759 0.77101
H10 -3.51379 -2.64683 1.33033
H11 -3.54906 -2.62620 -0.45188
H12 -7.02526 -2.44438 1.45518
H13 -6.07437 -0.97466 1.77074
H14 -5.54808 -2.54369 2.44739
H15 -0.68286 2.23477 -1.25750
H16 1.67271 1.80168 -0.85981
H17 3.47822 1.47930 0.41854
H18 3.82297 1.41616 -1.34351
H19 5.15723 0.74614 2.03321
H20 7.52293 0.31144 2.51122
H21 9.69797 -1.19777 0.77177
H22 9.82999 0.28863 1.70975
H23 10.18073 0.29646 -0.02632
H24 8.32967 0.08954 -1.67054
H25 5.96396 0.52470 -2.15147
H26 -1.49364 -1.95990 -1.18423

Mulliken population analysis, charges in e, atoms 1 to 5:
1 C -0.85
2 O -0.17
3 C -0.67
4 C -1.03
5 N 0.30

Which is most stable, and by how much? *a*, by 68.9 kcal/mol.

*a*
The molecule C4H8N2O2S, computed with ωB97M-V/def2-TZVPD.

frontier orbital gap: 9.124 eV
total charge: 0

Positions of all 17 atoms, in Å:
C1 -0.05192 1.23901 -0.88172
C2 0.55272 1.55615 0.49491
C3 2.87423 0.09150 -0.02668
C4 -0.35642 -1.77268 0.60694
N1 3.53591 -0.72590 -0.48219
N2 -0.32456 -0.15523 -1.09240
O1 4.09832 -1.75685 -0.76890
O2 -1.04954 -0.69378 0.02822
S1 2.42497 1.55538 0.55614
H1 -0.95676 1.86485 -1.00007
H2 0.68809 1.66960 -1.68946
H3 0.08397 2.44152 0.92035
H4 0.19033 0.84224 1.25542
H5 -0.96759 -0.27343 -1.83619
H6 0.78492 -1.72018 0.61139
H7 -0.52678 -2.92081 0.39509
H8 -0.71190 -1.73205 1.68815

Mulliken population analysis, charges in e, atoms 1 to 5:
1 C -0.59
2 C -0.51
3 C 0.07
4 C -0.45
5 N 0.62

*b*
The molecule C4H8N2O2S, computed with ωB97M-V/def2-TZVPD.

structure (SMILES): CC1=NS(=O)(=O)N[C@H]1C
frontier orbital gap: 9.919 eV
total charge: 0

Positions of all 17 atoms, in Å:
C1 0.47471 0.13622 1.88645
C2 -0.63611 -0.04198 0.96001
N1 -1.87259 0.40461 1.30600
S1 -2.97833 -0.09696 0.22960
O1 -4.01397 -0.93531 0.77394
O2 -3.38684 0.95079 -0.60748
N2 -1.88844 -1.05880 -0.66387
C3 -0.53293 -0.75149 -0.33960
C4 0.15780 0.34924 -1.20155
H1 1.03378 -0.67946 2.38350
H2 0.08404 0.87549 2.60898
H3 1.25579 0.75798 1.26398
H4 -2.02111 -1.12221 -1.70449
H5 0.02280 -1.69893 -0.29508
H6 0.41541 -0.10007 -2.19222
H7 0.95746 0.91252 -0.87941
H8 -0.55468 1.11640 -1.13000

Mulliken population analysis, charges in e, atoms 1 to 5:
1 C -1.12
2 C 0.51
3 N -0.56
4 S 1.07
5 O -0.59

Which is most stable, and by how much? *b*, by 94.2 kcal/mol.